146
Properties=species:S:1:pos:R:3:mulliken_charge:R:1 method="wB97M-V/def2-TZVPD" homo_lumo_gap_ha=0.204 spin_multiplicity=1 mol_weight_g_mol=1199.0 energy_ha=-3751.401852
Rh 1.7980 0.4704 -0.0778 -0.31
C -3.6623 1.5343 -5.1257 -1.80
C -3.3109 1.5048 -3.6277 2.62
C -3.5226 2.8563 -2.9336 -1.98
C -4.2077 0.4692 -2.9442 -1.87
C -1.8656 1.0400 -3.4693 -0.04
O -1.6000 -0.1150 -3.1900 -0.78
N -0.7689 1.8965 -3.5391 0.51
C -0.3279 3.1318 -4.0495 0.98
C -1.0358 3.9305 -4.9427 -0.43
C -0.5028 5.1246 -5.4065 -0.83
C 0.7545 5.5437 -5.0045 -1.03
C 1.4716 4.7540 -4.1185 -0.29
C 0.9536 3.5624 -3.6312 -0.19
C 1.6462 2.7555 -2.5843 0.68
C 1.6974 3.2402 -1.2827 0.53
C 1.5883 4.6190 -0.8860 -1.56
C 1.7778 4.6642 0.4521 -1.44
C 1.9176 3.3093 0.9116 -0.14
N 1.8968 2.4707 -0.1646 0.82
C 1.9123 2.9304 2.2527 0.42
C 1.7931 1.6209 2.6995 0.08
C 1.7133 1.1973 4.0711 -1.48
C 1.2752 -0.0854 4.0661 -0.54
C 1.1177 -0.4764 2.6889 -0.52
C 0.5989 -1.7155 2.2546 0.76
C 1.1520 -2.2925 1.0855 0.55
N 1.5308 -1.5218 0.0121 0.71
C 1.9295 -2.3709 -0.9827 -0.39
C 2.1672 -2.0259 -2.3091 0.76
C 2.2390 -0.7311 -2.8021 0.39
C 2.4222 -0.3587 -4.1821 -1.27
C 2.2666 0.9826 -4.2551 -1.49
C 2.0046 1.4504 -2.9203 -0.71
N 2.0141 0.3943 -2.0646 1.55
C 2.1811 -3.1299 -3.3113 -0.31
C 3.3776 -3.6173 -3.8251 -0.41
C 3.3832 -4.5944 -4.8091 -0.98
C 2.1771 -5.0598 -5.3158 -0.66
C 0.9818 -4.5660 -4.8205 -0.67
C 0.9675 -3.6306 -3.7894 0.63
N -0.2634 -3.1175 -3.3084 0.87
C -1.4621 -3.7837 -3.1020 -0.70
O -2.5022 -3.1991 -3.3279 -0.66
C -1.5258 -5.1386 -2.3661 3.28
C -2.6954 -5.9426 -2.9346 -2.09
C -0.2756 -6.0141 -2.3393 -1.63
C -1.8559 -4.7219 -0.9157 -1.94
C 1.9291 -3.7082 -0.4813 -1.40
C 1.4419 -3.6720 0.7801 -0.65
C -0.6710 -2.1287 2.9250 0.12
C -1.5121 -1.0781 3.3179 -1.69
C -2.7961 -1.3008 3.7899 -0.82
C -3.2867 -2.5914 3.8766 -0.75
C -2.4586 -3.6497 3.5375 -0.13
C -1.1611 -3.4328 3.1068 -0.05
N -0.3328 -4.5602 2.8733 0.43
C 0.6002 -5.2033 3.6451 0.02
O 1.1612 -6.1674 3.1489 -0.70
C 1.0249 -4.7179 5.0387 2.47
C 2.4069 -4.0751 4.8388 -1.66
C 1.1641 -5.9691 5.9154 -2.00
C 0.1037 -3.7355 5.7646 -1.62
N 1.4667 0.5599 1.8907 1.02
C 1.6858 4.0033 3.2703 0.00
C 2.7336 4.6472 3.9156 -0.62
C 2.4822 5.6097 4.8830 -0.94
C 1.1734 5.9167 5.2233 -0.44
C 0.1201 5.2683 4.5962 -0.21
C 0.3642 4.3290 3.6038 0.63
N -0.6824 3.5811 3.0015 0.20
C -1.7368 3.8401 2.1487 -0.11
O -2.2980 2.8710 1.6657 -0.75
C -2.2579 5.2551 1.8604 2.81
C -1.1837 6.3426 1.7775 -1.44
C -2.9816 5.2008 0.5113 -1.91
C -3.2758 5.5877 2.9612 -1.77
H -3.7984 0.5153 -5.4896 0.43
H -2.8921 1.9943 -5.7420 0.32
H -4.5948 2.0817 -5.2747 0.41
H -4.5842 3.1094 -2.9633 0.51
H -2.9692 3.6746 -3.3876 0.35
H -3.2214 2.7895 -1.8860 0.41
H -5.2517 0.6959 -3.1712 0.44
H -4.0741 0.4968 -1.8619 0.37
H -3.9763 -0.5383 -3.2852 0.36
H 0.0004 1.3491 -3.1856 -0.57
H -2.0036 3.6188 -5.2965 0.22
H -1.0808 5.7254 -6.0967 0.44
H 1.1750 6.4682 -5.3758 0.42
H 2.4646 5.0515 -3.8036 0.59
H 1.4273 5.4450 -1.5581 0.62
H 1.8297 5.5335 1.0871 0.84
H 1.9583 1.8102 4.9237 0.62
H 1.1057 -0.7275 4.9159 0.58
H 2.6254 -1.0447 -4.9881 0.67
H 2.3398 1.6138 -5.1259 0.69
H 4.3095 -3.2271 -3.4338 0.58
H 4.3215 -4.9761 -5.1886 0.43
H 2.1664 -5.7951 -6.1098 0.41
H 0.0368 -4.8841 -5.2442 0.61
H -0.4199 -2.1194 -3.4287 -0.06
H -2.4832 -6.2752 -3.9533 0.44
H -3.6005 -5.3400 -2.9548 0.35
H -2.8682 -6.8252 -2.3156 0.44
H -0.0146 -6.3983 -3.3234 0.38
H -0.4735 -6.8708 -1.6913 0.59
H 0.5869 -5.4861 -1.9362 0.10
H -2.7925 -4.1659 -0.8845 0.44
H -1.0614 -4.0897 -0.5075 0.15
H -1.9503 -5.6178 -0.2960 0.53
H 2.3096 -4.5646 -1.0132 0.87
H 1.3873 -4.4996 1.4610 0.54
H -1.1774 -0.0585 3.1923 0.73
H -3.4141 -0.4556 4.0617 0.50
H -4.2968 -2.7762 4.2168 0.43
H -2.8007 -4.6731 3.6297 0.55
H -0.5246 -5.0797 2.0260 0.18
H 3.1015 -4.7941 4.4054 0.37
H 2.8009 -3.7398 5.8000 0.45
H 2.3477 -3.2124 4.1692 0.24
H 1.7572 -6.7303 5.4145 0.38
H 0.1835 -6.3919 6.1452 0.42
H 1.6482 -5.7002 6.8559 0.46
H 0.4911 -3.6009 6.7767 0.53
H -0.9147 -4.1156 5.8502 0.30
H 0.0656 -2.7549 5.2938 0.16
H 3.7509 4.3845 3.6531 0.56
H 3.3057 6.1021 5.3828 0.42
H 0.9686 6.6469 5.9951 0.43
H -0.8999 5.4660 4.8963 0.33
H -0.4891 2.5876 2.9714 -0.29
H -0.3924 6.0548 1.0857 0.09
H -0.7337 6.5788 2.7382 0.33
H -1.6457 7.2553 1.3968 0.53
H -2.2884 4.9344 -0.2894 0.36
H -3.4086 6.1808 0.2906 0.50
H -3.7793 4.4615 0.5235 0.33
H -2.8164 5.5981 3.9502 0.19
H -4.0829 4.8541 2.9689 0.41
H -3.7050 6.5740 2.7753 0.44
F 3.6485 0.1442 0.2533 -0.06
B 4.9896 0.7630 -0.2342 0.10
F 4.6673 1.3960 -1.4150 -0.36
F 5.3541 1.6212 0.7681 -0.32
F 5.8112 -0.3147 -0.3847 -0.31